Entry 1:
The following is a DFT calculation (the ωB97M-V functional and the def2-TZVPD basis) of a 2-piece molecular cluster, C3H6IN overall.

Each line ends with the Löwdin charge.
Geometry (Å):
C -0.6051 0.0984 -0.1186  -0.477
C 0.6544 -1.5761 0.4724  0.035
C 0.2327 1.2442 0.1012  -0.604
N -1.7063 -0.1304 -0.5419  0.111
I 1.0693 1.7971 -1.8541  0.718
H 0.2500 -2.3429 -0.1842  0.014
H 1.6250 -1.2055 0.2193  -0.002
H 0.3089 -1.7238 1.4701  0.000
H -0.3781 2.1429 0.2612  0.031
H 0.9955 1.0958 0.9173  0.074
H -2.4464 0.6003 -0.7427  0.102

The value obtained for the HOMO-LUMO gap is 8.23 eV. As for the strongest force on any atom: 5.493 eV/A. Its highest occupied orbital energy is -0.3086 Ha. The calculation puts the electronic energy at -12795.926 eV. For the energy above the lowest of the compared OMol25 structures with the same formula, charge and spin, the calculation gives 2.209 eV.

=====

Entry 2:
The following is a DFT calculation (the ωB97M-V functional and the def2-TZVPD basis) of C16H22BrN7O4RuSi as an isolated structure.

Each line ends with the Mulliken spin population.
Geometry (Å):
Ru 0.6523 -0.6438 -1.1354  3.491
N 0.5694 -2.4298 -2.8577  0.085
N -0.2790 -3.4930 -2.4649  0.025
C -0.9954 -3.2731 -1.3530  0.047
N -2.1327 -4.0388 -1.2862  0.048
N -0.5797 -2.3674 -0.4830  0.088
N -1.4332 -2.0884 0.5523  0.364
O -0.7792 -1.4838 1.6414  0.088
O -2.2654 -2.9255 1.0335  0.413
H 0.3453 -2.0064 -3.7381  -0.008
H 1.4998 -2.7461 -2.9076  -0.012
H -0.4547 -4.2663 -3.0695  0.000
H -2.2098 -4.6940 -1.9534  -0.001
H -2.6142 -4.0189 -0.3870  0.000
Br -2.8287 0.0945 -1.0516  0.023
C -1.7640 1.2000 -2.1890  -0.005
C -2.2434 2.3561 -2.7629  0.004
C -1.4779 3.1554 -3.5320  -0.005
C -0.1182 2.8594 -3.5990  0.005
C 0.3694 1.6748 -3.0618  0.015
N -0.4704 0.8965 -2.3161  0.089
C 1.8550 1.2980 -3.0543  0.003
O 2.6982 1.9137 -3.6315  0.027
O 2.1425 0.3061 -2.2313  0.138
H -3.3103 2.5679 -2.6225  0.001
H -1.9391 3.8994 -4.1257  -0.001
H 0.5560 3.5117 -4.1093  0.000
C 0.9448 -0.8184 3.9521  0.001
Si 1.6491 -0.7191 2.2103  -0.022
C 2.9203 0.6214 1.8440  0.011
C 2.1632 -2.3824 1.6718  0.020
N 0.0821 -0.3493 1.2701  0.080
C -0.5318 0.8884 1.5921  -0.049
C -1.5476 1.0858 2.5194  0.008
C -1.8308 2.4313 2.8915  -0.002
C -1.0731 3.4716 2.4797  0.003
C -0.1194 3.2482 1.5076  0.004
C 0.1347 1.9802 1.0767  0.049
H 0.1807 -1.5620 4.0538  0.001
H 0.6881 0.1926 4.3489  0.000
H 1.7349 -1.2818 4.5997  0.000
H 3.8734 0.3568 2.2254  0.001
H 2.5534 1.5101 2.3468  0.001
H 3.1525 0.7270 0.7887  -0.002
H 1.5192 -3.1458 2.0383  -0.001
H 3.2287 -2.4581 1.9836  0.002
H 2.2304 -2.4502 0.5924  -0.008
H -2.1989 0.3492 2.9082  0.000
H -2.6676 2.7068 3.4646  0.000
H -1.3794 4.4950 2.7751  0.000
H 0.5222 4.0381 1.1779  0.000
H 0.9784 1.8064 0.3767  -0.019

The value obtained for the HOMO-LUMO gap (spin up / spin down) is 8.28 / 8.06 eV. As for the strongest force on any atom: 5.341 eV/A. Its highest occupied orbital energy (spin up / spin down) is -0.4113 / -0.4306 Ha. The expectation value of S² is 8.764. The calculation puts the electronic energy at -116060.349 eV. Its total charge is +1. For the energy above the lowest of the compared OMol25 structures with the same formula, charge and spin, the calculation gives 2.365 eV. As for the multiplicity: 6.

=====

Entry 3:
The following is a DFT calculation (the ωB97M-V functional and the def2-TZVPD basis) of a 4-piece molecular cluster, C29H54IN4O5 overall.

Each line ends with the Löwdin charge.
Geometry (Å):
C -1.9873 -3.9924 -0.5039  -0.085
C -1.0765 -3.3467 0.5300  -0.318
C 0.4105 -3.4394 0.1298  -0.654
I 1.2448 -5.2343 0.9377  1.023
C 1.1336 -2.1924 0.6136  -0.287
C 0.9889 -1.8831 2.1008  -0.092
C 2.1688 -1.0293 2.5160  -0.299
C 1.9664 -0.3933 3.8955  -0.088
C 1.1527 0.8583 3.6524  -0.434
C 1.8861 2.0748 3.1586  -0.033
N -0.1014 0.7919 3.8133  0.158
N 3.3806 -1.8909 2.4755  0.152
C 3.4854 -2.5654 1.2727  -0.344
N 4.4641 -3.4647 1.0478  0.199
N 2.6109 -2.2132 0.3174  0.003
O 2.8744 -2.8104 -0.9157  0.025
C 2.7418 -1.9312 -2.0068  -0.373
O 2.7005 -2.4605 -3.0700  0.190
C 2.6141 -0.4672 -1.7847  -0.145
C 3.3347 0.2712 -0.8390  -0.036
C 3.1789 1.6479 -0.7378  -0.051
C 2.2851 2.2993 -1.5851  -0.044
C 1.5828 1.5693 -2.5354  -0.042
C 1.7382 0.1956 -2.6447  0.001
H -1.7785 -5.0564 -0.6058  0.076
H -1.8772 -3.4878 -1.4649  0.079
H -3.0276 -3.8691 -0.2021  0.071
H -1.3489 -2.2892 0.6180  0.115
H -1.2280 -3.7683 1.5226  0.097
H 0.4401 -3.4929 -0.9556  0.089
H 0.7191 -1.3623 0.0343  0.163
H 0.0690 -1.3331 2.2817  0.126
H 1.0007 -2.8244 2.6533  0.109
H 2.2673 -0.2011 1.8007  0.139
H 1.4183 -1.0443 4.5711  0.128
H 2.9386 -0.1124 4.3041  0.123
H 1.3739 2.4957 2.2926  0.086
H 1.9320 2.8603 3.9141  0.094
H 2.9150 1.8667 2.8642  0.070
H -0.5482 1.6784 3.5783  0.067
H 4.1947 -1.2740 2.5345  0.167
H 4.2607 -4.4422 0.9224  0.085
H 5.4298 -3.1818 1.0612  0.129
H 4.0426 -0.2197 -0.1843  0.108
H 3.7584 2.1936 -0.0031  0.095
H 2.1568 3.3687 -1.4936  0.102
H 0.9085 2.0820 -3.2089  0.113
H 1.1959 -0.3491 -3.4053  0.129
C -3.4873 2.7433 -5.5915  -0.076
C -2.4321 1.6714 -5.7975  -0.276
O -1.8217 1.2200 -4.5971  -0.178
C -2.6871 0.6393 -3.6386  -0.288
C -3.4306 -0.5903 -4.1318  -0.076
H -3.0652 3.6007 -5.0656  0.081
H -3.8662 3.0800 -6.5563  0.080
H -4.3366 2.3794 -5.0121  0.067
H -1.6141 2.0721 -6.3956  0.119
H -2.8468 0.8262 -6.3567  0.109
H -3.3932 1.3848 -3.2559  0.109
H -2.0392 0.3633 -2.8038  0.107
H -4.1077 -0.3579 -4.9537  0.069
H -4.0275 -1.0136 -3.3229  0.074
H -2.7283 -1.3489 -4.4809  0.081
C -6.7722 -1.5707 2.2856  -0.076
C -5.7892 -2.1584 1.2887  -0.290
O -5.3847 -3.4840 1.5834  -0.177
C -6.4186 -4.4554 1.6263  -0.278
C -7.1838 -4.6067 0.3234  -0.077
H -6.3571 -1.5986 3.2937  0.083
H -6.9897 -0.5341 2.0271  0.078
H -7.7175 -2.1135 2.2973  0.069
H -4.8680 -1.5731 1.2978  0.112
H -6.1934 -2.0967 0.2716  0.106
H -7.1060 -4.2459 2.4525  0.109
H -5.9155 -5.3921 1.8661  0.118
H -7.7218 -3.6971 0.0536  0.067
H -7.9167 -5.4081 0.4151  0.080
H -6.5041 -4.8505 -0.4946  0.079
C 5.4167 5.6002 2.8708  -0.072
C 5.4099 4.6217 1.7105  -0.276
O 4.1142 4.3291 1.2059  -0.202
C 3.3782 5.4340 0.7015  -0.280
C 4.0495 6.1527 -0.4549  -0.070
H 4.7945 5.2321 3.6880  0.080
H 6.4337 5.7301 3.2404  0.082
H 5.0427 6.5825 2.5818  0.071
H 5.8093 3.6613 2.0391  0.115
H 6.0625 4.9750 0.9056  0.111
H 3.1439 6.1371 1.5074  0.111
H 2.4280 5.0124 0.3681  0.107
H 4.9947 6.6093 -0.1613  0.071
H 3.4008 6.9467 -0.8246  0.083
H 4.2519 5.4596 -1.2732  0.079

The value obtained for the HOMO-LUMO gap is 7.73 eV. As for the strongest force on any atom: 2.017 eV/A. Its highest occupied orbital energy is -0.4181 Ha. The calculation puts the electronic energy at -55238.871 eV. Its total charge is +1. For the energy above the lowest of the compared OMol25 structures with the same formula, charge and spin, the calculation gives 0.000 eV.

=====

Entry 4:
The following is a DFT calculation (the ωB97M-V functional and the def2-TZVPD basis) of a 2-piece molecular cluster, C2H3N3OS overall.

Each line ends with the Löwdin charge.
Geometry (Å):
C 0.6001 0.3624 -0.7966  -0.166
C -1.0211 -0.7601 1.3829  -0.901
N -0.2835 1.1059 -0.9750  -0.076
N -1.9857 -0.0773 1.2138  0.148
N 1.8450 -0.0778 -0.8667  0.120
O -1.4173 1.5305 -0.8770  -0.066
S 0.1204 -1.7348 1.8033  0.672
H -2.2057 0.6338 0.5196  0.056
H 1.9819 -0.9246 -1.4059  0.112
H 2.3659 -0.0578 0.0015  0.102

The value obtained for the HOMO-LUMO gap is 9.52 eV. As for the strongest force on any atom: 1.723 eV/A. Its highest occupied orbital energy is -0.3395 Ha. The calculation puts the electronic energy at -19472.262 eV. For the energy above the lowest of the compared OMol25 structures with the same formula, charge and spin, the calculation gives 2.824 eV.